ORCA calculation (the ωB97M-V functional and the def2-TZVPD basis) on a molecular structure, C35H26BN7O4RhS.

LUMO energy (alpha / beta), Ha: -0.0849 / -0.1879

Geometry as ORCA input:
```
! wB97M-V def2-TZVPD RIJCOSX def2/J DEFGRID3
* xyz 1 5
Rh 0.260 -0.639 -0.682
N -1.585 3.043 -2.110
C -1.265 2.011 -1.323
N -0.405 1.101 -1.652
C 0.186 1.151 -2.952
N 0.819 0.112 -3.389
N 0.872 -0.888 -2.503
C 1.366 -2.114 -2.795
C 1.469 -3.014 -1.715
C 2.078 -4.276 -1.816
C 2.176 -5.072 -0.701
C 1.678 -4.607 0.519
C 1.088 -3.364 0.560
N 0.949 -2.589 -0.515
C 0.047 2.365 -3.733
C 0.784 2.628 -4.886
C 0.587 3.807 -5.582
C -0.344 4.740 -5.140
C -1.078 4.498 -3.991
C -0.877 3.318 -3.295
H -2.287 3.693 -1.801
H -1.756 1.962 -0.361
H 1.651 -2.352 -3.811
H 2.478 -4.586 -2.773
H 2.652 -6.042 -0.762
H 1.760 -5.197 1.420
H 0.728 -2.966 1.499
H 1.503 1.896 -5.225
H 1.163 4.005 -6.476
H -0.499 5.661 -5.686
H -1.805 5.219 -3.632
O 2.912 -0.867 0.571
S 2.334 0.024 1.531
O 2.506 -0.215 2.931
N 0.685 0.033 1.179
C -0.204 0.777 1.904
C 0.160 1.720 2.899
C -0.804 2.531 3.462
C -2.119 2.481 3.032
C -2.527 1.563 2.043
C -3.826 1.563 1.467
C -4.083 0.737 0.358
C -3.181 -0.193 -0.044
N -1.973 -0.404 0.687
C -1.570 0.651 1.559
C 2.928 1.644 1.134
C 3.676 2.323 2.083
C 4.287 3.515 1.722
C 4.142 4.007 0.432
C 3.381 3.319 -0.507
C 2.775 2.124 -0.162
H 1.190 1.797 3.210
H -0.517 3.238 4.229
H -2.859 3.153 3.451
H -4.581 2.241 1.842
H -5.015 0.829 -0.185
H -3.357 -0.890 -0.851
H 3.779 1.909 3.079
H 4.884 4.054 2.447
H 4.634 4.929 0.151
H 3.276 3.706 -1.512
H 2.203 1.553 -0.884
O -2.325 -2.872 0.561
B -1.893 -1.757 1.240
O -1.517 -2.028 2.536
C -1.770 -3.384 2.691
C -1.632 -4.162 3.815
C -2.004 -5.498 3.690
C -2.493 -6.010 2.492
C -2.637 -5.208 1.363
C -2.264 -3.892 1.497
H -1.272 -3.750 4.748
H -1.920 -6.150 4.549
H -2.773 -7.054 2.439
H -3.028 -5.591 0.429
*
```


ORCA calculation (the ωB97M-V functional and the def2-TZVPD basis) on 2 unconnected molecules or ions with the total composition H3OS.

LUMO energy, Ha: 0.1664

Geometry as ORCA input:
```
! wB97M-V def2-TZVPD RIJCOSX def2/J DEFGRID3
* xyz -1 1
S 0.923 1.907 0.204
H 0.547 1.214 -0.852
H -0.399 -1.432 0.882
H -0.402 -0.392 -0.198
O -0.669 -1.297 -0.035
*
```


We obtain ΔE to the lowest compared entry with this formula, charge and spin values of 29.5 3.9 kcal/mol for the records listed above, in that order.